A structure of composition C18H54O9 in a non-equilibrium geometry, computed with ωB97M-V with the def2-TZVPD basis set.

```
! wB97M-V def2-TZVPD RIJCOSX def2/J DEFGRID3
* xyz 0 1
C 4.604 3.594 0.491
C 3.570 2.623 -0.094
O 3.394 1.517 0.722
H 4.150 3.867 1.474
H 4.718 4.522 -0.174
H 5.583 3.197 0.584
H 3.660 2.185 -1.121
H 2.712 3.267 -0.235
H 2.690 0.937 0.492
C -0.168 0.810 0.244
C 0.404 -0.231 -0.728
O 1.792 -0.139 -0.802
H -0.111 1.772 -0.272
H 0.189 0.763 1.273
H -1.225 0.355 0.141
H -0.242 -0.130 -1.683
H 0.248 -1.097 -0.238
H 2.000 -0.978 -1.120
C 5.009 -1.373 -2.424
C 4.241 -2.648 -2.323
O 2.967 -2.407 -1.795
H 5.914 -1.457 -2.972
H 5.100 -0.990 -1.450
H 4.637 -0.469 -3.057
H 4.847 -3.343 -1.811
H 3.876 -3.016 -3.334
H 2.273 -3.257 -1.920
C 0.942 2.532 3.454
C -0.489 2.342 3.721
O -0.659 1.930 5.110
H 1.084 2.586 2.376
H 1.406 1.742 4.110
H 1.347 3.449 3.718
H -0.953 1.561 3.014
H -1.194 3.218 3.735
H -1.677 1.955 5.261
C -2.388 -2.686 -0.100
C -3.428 -3.723 0.293
O -3.197 -4.807 -0.657
H -1.296 -3.157 -0.194
H -2.246 -1.881 0.599
H -2.815 -2.328 -1.075
H -4.668 -3.196 0.286
H -3.361 -4.176 1.215
H -3.950 -5.322 -0.745
C 3.349 -2.742 2.106
C 2.780 -1.542 2.927
O 2.847 -1.729 4.319
H 2.733 -3.563 2.519
H 4.463 -2.983 2.577
H 3.217 -2.331 1.066
H 1.877 -1.418 2.740
H 3.234 -0.559 2.402
H 2.475 -0.902 4.587
C -1.740 3.883 -0.873
C -2.602 5.082 -1.346
O -3.978 4.934 -1.248
H -2.072 2.844 -1.227
H -1.840 3.826 0.196
H -0.805 3.862 -1.301
H -2.468 5.309 -2.258
H -2.246 5.906 -0.826
H -4.371 5.934 -1.212
C -4.344 0.125 2.112
C -4.414 1.113 0.989
O -5.786 0.987 0.402
H -4.783 0.620 2.859
H -3.361 -0.047 2.443
H -4.767 -0.837 1.864
H -3.794 0.886 0.270
H -4.219 2.227 1.328
H -5.711 1.511 -0.326
C -1.437 -2.150 -4.123
C -1.750 -3.700 -4.356
O -0.607 -4.317 -5.056
H -0.480 -1.881 -3.467
H -2.111 -1.685 -3.649
H -1.235 -1.531 -5.043
H -2.607 -3.677 -5.012
H -2.147 -4.234 -3.367
H -0.616 -5.145 -5.030
*
```

The calculation puts the max |F| at 12.00 eV/Å. For the HOMO-LUMO gap, the calculation gives 9.83 eV. The calculation puts the HOMO energy at -9.491 eV. As for the energy above the lowest of the compared OMol25 structures with the same formula, charge and spin: 1228.42 kJ/mol.